The following is a quantum chemistry calculation of C9H16BFN2NbO7 as an isolated structure, from the OMol25 dataset.

The geometry in ORCA input format:
```
! wB97M-V def2-TZVPD RIJCOSX def2/J DEFGRID3
* xyz -1 1
C 1.78 -0.21 1.93
B 0.67 0.91 1.85
O 1.09 2.21 2.09
Nb -1.65 0.66 1.45
C -0.94 1.01 -0.68
O 0.16 0.12 -1.03
O -0.41 -1.11 -1.43
C -3.62 0.18 0.36
C -4.75 -0.10 1.26
O -5.37 -1.10 1.42
F -5.10 1.01 1.98
N -2.09 2.70 1.80
C -2.86 3.23 1.04
O -3.43 3.85 0.21
O -2.16 0.16 3.41
C -2.24 -1.09 3.69
N -2.61 -2.18 3.81
H 2.64 0.14 1.35
H 1.46 -1.17 1.54
H 2.12 -0.33 2.97
H 0.77 2.82 1.42
H -1.27 -1.10 1.27
H -1.73 0.81 -1.41
H -0.52 2.02 -0.81
H -0.11 -1.75 -0.77
H -3.89 0.97 -0.35
H -3.47 -0.73 -0.24
C 2.55 -0.88 -3.20
C 3.61 -1.24 -2.19
O 3.38 -1.36 -1.01
C 5.01 -1.47 -2.74
H 1.60 -0.74 -2.71
H 2.83 0.04 -3.72
H 2.47 -1.68 -3.94
H 5.37 -0.57 -3.23
H 5.00 -2.28 -3.47
H 5.68 -1.72 -1.92
*
```

Output
E_HOMO (eV): -5.1
Orbital gap (eV): 7.263
E_tot (eV): -31846.9586

The following is a quantum chemistry calculation of C15H26NOS4Tc as an isolated structure, from the OMol25 dataset.

The geometry in ORCA input format:
```
! wB97M-V def2-TZVPD RIJCOSX def2/J DEFGRID3
* xyz 3 4
Tc 0.39 0.21 -0.06
C -1.12 3.22 0.56
C -2.21 2.18 0.69
S -2.00 0.73 -0.39
C -2.09 1.46 -2.06
C -0.96 0.99 -2.97
S 0.71 1.17 -2.27
C 0.92 2.97 -2.01
C 1.46 3.28 -0.63
S 0.54 2.48 0.72
H -1.21 3.96 1.36
H -1.17 3.76 -0.38
H -3.19 2.61 0.46
H -2.28 1.78 1.70
H -2.09 2.55 -1.94
H -3.05 1.18 -2.49
H -0.97 1.53 -3.92
H -1.04 -0.07 -3.21
H -0.04 3.45 -2.20
H 1.61 3.31 -2.78
H 1.46 4.35 -0.44
H 2.49 2.93 -0.51
S 2.49 -0.18 1.04
C 1.41 -0.51 2.35
C 1.75 -0.84 3.65
C 0.71 -1.13 4.53
C -0.61 -1.09 4.09
C -0.88 -0.74 2.77
N 0.12 -0.45 1.93
H 2.79 -0.88 3.96
H 0.93 -1.41 5.56
H -1.43 -1.32 4.75
H -1.89 -0.71 2.39
C -0.35 -3.73 0.41
C -0.91 -2.61 -0.42
O 0.17 -1.69 -0.88
C 0.97 -2.25 -2.01
C 2.45 -2.12 -1.78
H -1.17 -4.37 0.72
H 0.15 -3.35 1.30
H 0.36 -4.35 -0.15
H -1.58 -1.98 0.16
H -1.43 -2.94 -1.31
H 0.63 -1.74 -2.91
H 0.67 -3.29 -2.09
H 2.79 -1.08 -1.81
H 2.96 -2.63 -2.60
H 2.75 -2.60 -0.85
*
```

Output
E_HOMO (alpha / beta) (eV): -18.8 / -18.7
Relative energy (zero: lowest compared OMol25 entry of this formula, charge and spin) (kJ/mol): 0.0
Orbital gap (alpha / beta) (eV): 8.523 / 6.042
E_tot (eV): -65027.4757

The following is a quantum chemistry calculation of C27H24CoN4O5 as an isolated structure, from the OMol25 dataset.

The geometry in ORCA input format:
```
! wB97M-V def2-TZVPD RIJCOSX def2/J DEFGRID3
* xyz 1 5
Co 0.18 0.14 -0.30
C -1.71 0.96 -3.99
O -2.71 -0.04 -3.87
C -2.57 -1.12 -3.07
C -3.45 -2.17 -3.35
C -3.39 -3.36 -2.66
C -2.48 -3.52 -1.63
C -1.64 -2.47 -1.26
C -0.78 -2.63 -0.12
N -0.05 -1.69 0.37
N 0.71 -1.97 1.47
C 1.51 -0.98 1.73
O 1.48 0.10 0.95
C 2.44 -1.02 2.85
C 2.38 -2.06 3.78
C 3.26 -2.07 4.85
C 4.21 -1.06 4.98
C 4.28 -0.04 4.04
C 3.40 -0.01 2.98
C -1.67 -1.25 -1.99
O -0.89 -0.24 -1.63
H -1.70 1.62 -3.12
H -1.97 1.53 -4.88
H -0.72 0.53 -4.12
H -4.16 -2.03 -4.15
H -4.05 -4.18 -2.92
H -2.43 -4.46 -1.08
H -0.75 -3.59 0.39
H 1.63 -2.83 3.66
H 3.22 -2.87 5.58
H 4.90 -1.08 5.81
H 5.04 0.73 4.14
H 3.43 0.78 2.25
O -2.93 5.41 2.98
C -3.58 4.16 2.97
C -2.73 3.17 2.22
C -2.97 1.80 2.35
C -2.19 0.93 1.63
N -1.22 1.33 0.81
C -0.98 2.65 0.67
C -1.72 3.59 1.37
C 0.10 3.00 -0.26
C 0.47 4.31 -0.56
C 1.51 4.56 -1.44
C 1.89 5.99 -1.76
O 0.78 6.76 -2.15
C 2.18 3.48 -2.00
C 1.77 2.20 -1.66
N 0.75 1.96 -0.84
H -3.44 6.02 3.52
H -4.55 4.22 2.46
H -3.75 3.78 3.98
H -3.75 1.43 3.00
H -2.33 -0.14 1.71
H -1.51 4.64 1.29
H -0.06 5.14 -0.11
H 2.69 5.99 -2.52
H 2.28 6.46 -0.86
H 0.49 6.50 -3.04
H 3.00 3.62 -2.69
H 2.27 1.33 -2.06
*
```

Output
E_HOMO (alpha / beta) (eV): -10.7 / -10.7
Orbital gap (alpha / beta) (eV): 7.212 / 6.170
E_tot (eV): -82207.1475

The following is a quantum chemistry calculation of C22H39F3GeO4Ti as an isolated structure, from the OMol25 dataset.

The geometry in ORCA input format:
```
! wB97M-V def2-TZVPD RIJCOSX def2/J DEFGRID3
* xyz -1 2
Ti 0.30 0.45 1.03
C 2.18 -1.31 3.37
C 3.17 -0.42 3.09
C 3.90 -0.45 1.88
C 3.74 -1.62 1.09
C 2.75 -2.53 1.31
C 1.65 -2.21 2.29
H 1.67 -1.27 4.33
H 3.43 0.31 3.85
H 4.74 0.22 1.72
H 4.46 -1.84 0.30
H 2.72 -3.45 0.74
H 1.31 -3.16 2.74
C 1.88 3.25 -0.69
C 1.82 1.91 -1.42
C 3.09 1.10 -1.21
C 1.61 2.15 -2.92
O 0.73 1.12 -0.88
Ge -1.09 1.37 -1.63
O -1.52 1.03 0.27
C -2.84 1.11 0.81
C -3.49 -0.27 0.74
C -3.67 2.12 0.01
C -2.72 1.58 2.25
O -1.41 -0.43 -1.95
C -1.24 -1.12 -3.18
C -1.52 -0.22 -4.39
C 0.17 -1.68 -3.24
C -2.25 -2.27 -3.15
H 2.61 3.90 -1.16
H 2.16 3.11 0.36
H 0.90 3.74 -0.72
H 3.96 1.68 -1.52
H 3.06 0.18 -1.79
H 3.22 0.84 -0.16
H 2.51 2.61 -3.33
H 0.77 2.82 -3.11
H 1.45 1.21 -3.44
H -3.47 -0.64 -0.29
H -4.52 -0.24 1.09
H -2.93 -0.97 1.36
H -3.83 1.78 -1.02
H -3.17 3.09 -0.01
H -4.65 2.24 0.47
H -2.09 0.90 2.82
H -3.71 1.62 2.73
H -2.28 2.58 2.29
H -0.79 0.59 -4.45
H -2.52 0.21 -4.32
H -1.46 -0.80 -5.31
H 0.91 -0.88 -3.25
H 0.31 -2.28 -4.15
H 0.38 -2.31 -2.37
H -3.27 -1.88 -3.08
H -2.18 -2.89 -4.05
H -2.06 -2.90 -2.28
F 0.15 3.09 2.07
C 0.92 1.99 2.55
F 2.17 2.54 2.69
F 0.49 1.87 3.85
C -1.14 -1.64 3.48
O -0.45 -0.89 2.51
C 0.45 -1.56 1.58
C -0.26 -2.47 0.60
H -1.77 -2.41 3.01
H -1.77 -0.96 4.04
H -0.44 -2.12 4.16
H -1.20 -2.08 0.22
H -0.44 -3.47 1.03
H 0.41 -2.63 -0.25
*
```

Output
E_HOMO (alpha / beta) (eV): -1.8 / -1.8
Relative energy (zero: lowest compared OMol25 entry of this formula, charge and spin) (kJ/mol): 88.2
Orbital gap (alpha / beta) (eV): 4.397 / 4.403
E_tot (eV): -119422.0613

The following is a quantum chemistry calculation of a 2-piece molecular cluster, C2H4F2N4 overall, from the OMol25 dataset.

The geometry in ORCA input format:
```
! wB97M-V def2-TZVPD RIJCOSX def2/J DEFGRID3
* xyz 0 1
H -1.63 2.33 0.19
N -0.88 1.81 0.48
N 0.11 1.66 -0.28
N 0.89 0.83 -0.52
N 1.63 0.21 -1.27
H 2.64 0.39 -1.12
F -1.63 -1.66 -0.92
C -1.01 -1.06 0.14
C 0.12 -1.47 0.74
F 0.59 -0.75 1.80
H -1.57 -0.07 0.40
H 0.74 -2.22 0.36
*
```

Output
E_HOMO (alpha / beta) (eV): -8.9 / -8.9
Relative energy (zero: lowest compared OMol25 entry of this formula, charge and spin) (kJ/mol): 376.8
Orbital gap (alpha / beta) (eV): 8.897 / 8.898
E_tot (eV): -13527.1355

The following is a quantum chemistry calculation of a 2-piece molecular cluster, CH2N2O2 overall, from the OMol25 dataset.

The geometry in ORCA input format:
```
! wB97M-V def2-TZVPD RIJCOSX def2/J DEFGRID3
* xyz 0 1
C 0.07 -2.38 0.22
N -0.21 1.64 -0.78
N 0.05 -1.17 0.35
O 0.15 -3.55 0.26
O -0.13 2.59 0.10
H 0.51 3.30 -0.06
H -0.44 -0.43 -0.09
*
```

Output
E_HOMO (alpha / beta) (eV): -9.9 / -10.0
Relative energy (zero: lowest compared OMol25 entry of this formula, charge and spin) (kJ/mol): 490.8
Orbital gap (alpha / beta) (eV): 9.385 / 9.400
E_tot (eV): -8140.2838

The following is a quantum chemistry calculation of a 8-piece molecular cluster, C13H43NO9 overall, from the OMol25 dataset.

The geometry in ORCA input format:
```
! wB97M-V def2-TZVPD RIJCOSX def2/J DEFGRID3
* xyz 0 1
C -7.53 1.41 -2.58
O -6.10 1.60 -2.40
C -5.26 0.57 -2.72
C -3.81 1.02 -2.34
N -2.96 -0.09 -2.84
C -1.49 0.33 -2.53
C -0.43 -0.88 -2.99
O 0.89 -0.44 -2.62
C 1.75 -1.52 -2.81
H -8.00 2.33 -2.51
H -7.87 0.90 -1.66
H -7.94 0.85 -3.36
H -5.15 0.34 -3.86
H -5.56 -0.35 -2.50
H -3.77 1.23 -1.38
H -3.52 1.92 -2.97
H -3.13 -0.30 -3.71
H -1.39 0.38 -1.58
H -1.12 1.37 -2.80
H -0.50 -1.15 -4.05
H -0.54 -1.78 -2.39
H 2.84 -1.44 -2.83
H 1.38 -1.98 -3.74
H 1.51 -2.24 -1.98
C 2.18 -4.65 1.39
O 2.45 -3.87 2.54
H 2.31 -4.13 0.45
H 1.14 -4.99 1.29
H 2.81 -5.49 1.54
H 1.65 -3.33 3.10
C 0.32 3.26 1.41
O -0.34 4.44 1.55
H 0.68 2.65 2.23
H 1.05 3.58 0.87
H -0.30 2.68 0.69
H -1.17 4.42 1.12
C 2.72 2.58 -1.87
O 2.44 1.33 -1.36
H 2.30 2.71 -2.89
H 3.76 2.53 -1.89
H 2.25 3.35 -1.29
H 1.86 0.92 -1.97
C -2.41 -0.53 1.57
O -3.35 -0.98 2.59
H -1.85 0.39 1.92
H -3.06 -0.31 0.68
H -1.82 -1.36 1.28
H -3.61 -1.97 2.72
C 5.00 -1.53 2.43
O 5.04 -2.89 2.25
H 5.75 -1.29 3.15
H 4.01 -1.30 2.75
H 5.06 -0.86 1.64
H 4.04 -3.12 2.33
C 2.82 1.57 4.79
O 2.52 0.24 4.22
H 2.93 2.35 4.05
H 3.70 1.57 5.24
H 2.10 1.76 5.49
H 2.40 0.43 3.23
C 1.67 -0.67 1.05
O 2.25 0.53 1.36
H 2.12 -1.59 1.69
H 1.60 -1.08 0.00
H 0.47 -0.38 1.28
H 2.20 0.96 0.55
*
```

Output
E_HOMO (eV): -9.1
Relative energy (zero: lowest compared OMol25 entry of this formula, charge and spin) (kJ/mol): 948.3
Orbital gap (eV): 9.352
E_tot (eV): -34084.0857

The following is a quantum chemistry calculation of an isolated molecule of C3H8N2O, from the OMol25 dataset.

The geometry in ORCA input format:
```
! wB97M-V def2-TZVPD RIJCOSX def2/J DEFGRID3
* xyz 0 1
N 1.76 1.40 -0.71
C 0.65 1.03 0.15
C -0.04 -0.23 -0.36
N -1.13 -0.64 0.50
C -1.67 -1.88 0.34
O -2.50 -2.39 1.05
H 1.53 2.15 -1.34
H 2.59 1.61 -0.18
H -0.06 1.83 0.38
H 1.06 0.78 1.14
H -0.41 -0.04 -1.38
H 0.74 -0.98 -0.47
H -1.25 -0.23 1.42
H -1.28 -2.41 -0.54
*
```

Output
E_HOMO (eV): -9.7
Relative energy (zero: lowest compared OMol25 entry of this formula, charge and spin) (kJ/mol): 94.4
Orbital gap (eV): 10.556
E_tot (eV): -8268.3474